Record 1
Formula: C4H3ClN4S
Source: the OMol25 dataset
Level of theory: ωB97M-V with the def2-TZVPD basis set

The geometry in XYZ format:
```
13
Properties=species:S:1:pos:R:3:forces:R:3
C -2.116 -0.530 0.352 -1.95 1.31 1.62
C -0.822 -0.530 -0.307 1.45 -1.90 -3.67
N -0.455 -1.277 -1.497 -4.69 0.15 4.27
N 0.836 -1.345 -1.634 1.79 3.20 1.83
C 1.247 -0.475 -0.697 2.53 -1.39 -0.90
S 2.798 0.227 -0.416 0.14 0.48 0.14
C 1.970 1.473 0.497 -2.23 -2.08 -0.64
Cl 2.875 2.639 1.192 0.93 1.80 0.75
N 0.667 1.393 0.666 1.12 -2.48 0.03
N 0.333 0.014 0.178 0.07 1.71 -1.67
H -1.993 -0.527 1.548 -0.20 0.42 -2.79
H -2.714 0.446 -0.038 0.88 -2.48 1.25
H -2.627 -1.509 0.156 0.15 1.24 -0.22
```
Positions in Å, forces in eV/Å.

2S+1: 1
ΔE to the lowest compared entry with this formula, charge and spin, kJ/mol: 203.48
Charge: 0
Structure (SMILES): Cc1nnc2sc(Cl)nn12
Max |F|, eV/A: 6.345
Total energy, Eh: -1231.51339


Record 2
Formula: C3H9NO3
Source: the OMol25 dataset
Level of theory: ωB97M-V with the def2-TZVPD basis set

The geometry in XYZ format:
```
16
Properties=species:S:1:pos:R:3:forces:R:3
N -1.420 -0.474 0.949 -3.44 0.93 -1.96
C -0.114 0.000 1.277 0.34 1.00 -1.91
C 1.034 -0.845 0.677 0.69 -0.48 0.80
C 0.782 -2.154 1.435 -0.11 2.06 2.04
O 0.626 -2.001 2.682 0.47 -2.87 -4.69
O 0.443 -3.199 0.589 0.34 -0.76 1.69
H -2.154 -0.999 1.502 2.21 1.08 -0.29
H -1.926 0.248 0.342 0.91 -1.80 1.35
H 0.040 0.176 2.297 0.40 -0.13 1.50
H 0.044 0.968 0.803 -0.45 0.31 -0.05
H 1.061 -0.925 -0.440 -0.37 0.03 1.06
H 1.985 -0.385 1.033 -0.53 -0.39 -0.27
H 1.133 -3.559 -0.015 -0.46 1.01 0.74
O -0.595 4.124 -4.720 0.11 2.07 2.53
H -1.198 4.774 -4.203 1.32 -1.68 -1.45
H 0.261 4.251 -4.209 -1.44 -0.39 -1.08
```
Positions in Å, forces in eV/Å.

2S+1: 1
ΔE to the lowest compared entry with this formula, charge and spin, kJ/mol: 251.42
Charge: 0
Structure (SMILES): NCCC(=O)O.O
Max |F|, eV/A: 5.520
Total energy, Eh: -400.12573


Record 3
Formula: H2N2S
Source: the OMol25 dataset
Level of theory: ωB97M-V with the def2-TZVPD basis set

The geometry in XYZ format:
```
5
Properties=species:S:1:pos:R:3:forces:R:3
N -0.552 0.039 -0.419 -0.77 -0.02 0.27
N 0.673 0.311 0.388 -1.65 2.08 0.43
S 0.249 -1.351 0.234 -0.34 0.01 -0.11
H -0.563 0.194 -1.454 1.44 -0.33 1.09
H 0.192 0.806 1.250 1.33 -1.73 -1.69
```
Positions in Å, forces in eV/Å.

2S+1: 1
ΔE to the lowest compared entry with this formula, charge and spin, kJ/mol: 16.11
Charge: 0
Structure (SMILES): [nH]1[nH]s1
Max |F|, eV/A: 2.758
Total energy, Eh: -508.78272


Record 4
Formula: C23H30N4O2
Source: the OMol25 dataset
Level of theory: ωB97M-V with the def2-TZVPD basis set

The geometry in XYZ format:
```
59
Properties=species:S:1:pos:R:3:forces:R:3
C -3.442 -0.032 0.063 0.00 -0.08 0.03
O -3.172 1.273 -0.386 0.00 0.35 -0.11
C -1.806 1.593 -0.317 0.13 0.08 -0.03
C -1.597 3.020 -0.829 -0.39 -0.21 0.17
N -0.200 3.303 -1.056 -0.18 -0.25 -0.25
C 0.544 4.079 -0.233 0.33 0.03 -0.60
O 0.074 4.679 0.711 -0.08 0.21 0.45
C 2.016 4.146 -0.611 0.00 0.06 0.20
C 2.848 3.180 0.260 -0.10 -0.04 -0.05
C 2.145 1.862 0.457 0.15 -0.06 0.24
C 2.169 0.898 -0.573 -0.08 -0.08 0.10
C 3.013 1.066 -1.801 0.04 0.02 0.03
N 1.481 -0.230 -0.540 -0.08 -0.28 -0.17
C 0.755 -0.446 0.548 0.23 0.81 0.56
C 0.710 0.411 1.679 0.16 -0.42 -0.64
C -0.199 -0.247 2.566 -0.02 -0.13 -0.15
C -0.683 0.145 3.916 -0.02 -0.05 -0.01
N -0.645 -1.347 2.014 -0.32 -0.05 0.59
N -0.080 -1.491 0.798 0.38 0.58 0.08
C -0.428 -2.574 -0.012 -0.33 -0.64 -0.31
C -1.415 -3.453 0.418 0.06 0.16 0.09
C -1.767 -4.520 -0.385 0.12 0.05 -0.11
C -1.158 -4.737 -1.614 -0.01 0.01 0.02
C -1.560 -5.903 -2.463 0.04 0.06 0.01
C -0.166 -3.850 -2.042 -0.17 -0.05 0.17
C 0.517 -4.050 -3.361 -0.03 0.00 0.06
C 0.191 -2.777 -1.240 0.06 0.06 0.03
C 1.431 1.611 1.629 -0.01 -0.30 -0.21
C 1.414 2.572 2.775 -0.03 0.06 0.04
H -4.520 -0.165 -0.004 0.00 -0.09 0.02
H -3.116 -0.174 1.100 -0.01 -0.02 -0.01
H -2.940 -0.780 -0.564 -0.01 0.00 0.02
H -1.222 0.889 -0.936 -0.02 0.05 0.08
H -1.444 1.510 0.719 0.01 -0.01 -0.12
H -2.156 3.143 -1.760 0.01 0.02 0.08
H -1.962 3.740 -0.095 -0.01 -0.05 -0.14
H 0.263 2.739 -1.752 0.10 0.15 0.07
H 2.366 5.165 -0.441 -0.08 0.00 -0.09
H 2.133 3.913 -1.669 0.03 0.01 -0.01
H 3.820 3.030 -0.214 0.02 0.07 0.08
H 3.019 3.652 1.226 0.07 0.00 -0.03
H 2.885 0.192 -2.434 0.00 0.01 -0.01
H 2.741 1.953 -2.369 0.05 0.11 -0.09
H 4.065 1.149 -1.529 0.11 0.07 -0.06
H -1.387 -0.608 4.263 -0.03 0.00 0.05
H -1.186 1.111 3.882 -0.01 0.05 0.08
H 0.144 0.205 4.623 -0.01 0.05 0.08
H -1.889 -3.287 1.371 -0.05 -0.02 0.05
H -2.535 -5.201 -0.047 -0.08 -0.07 0.03
H -0.708 -6.558 -2.644 0.01 -0.11 -0.07
H -2.342 -6.481 -1.977 -0.05 -0.07 -0.01
H -1.929 -5.567 -3.431 -0.04 -0.06 -0.11
H 1.016 -5.018 -3.391 0.06 -0.07 -0.09
H 1.258 -3.273 -3.531 0.06 0.03 -0.05
H -0.206 -4.026 -4.176 0.00 -0.02 -0.12
H 0.955 -2.087 -1.560 0.00 -0.05 -0.06
H 0.947 3.508 2.470 0.02 0.07 0.06
H 2.428 2.788 3.110 0.03 0.03 0.05
H 0.858 2.164 3.611 -0.01 0.01 0.10
```
Positions in Å, forces in eV/Å.

2S+1: 1
ΔE to the lowest compared entry with this formula, charge and spin, kJ/mol: 91.26
Charge: 0
Structure (SMILES): COCCNC(=O)CCc1c(C)nc2c(c(C)nn2-c2ccc(C)c(C)c2)c1C
Max |F|, eV/A: 1.009
Total energy, Eh: -1263.97508


Record 5
Formula: C5H8O2
Source: the OMol25 dataset
Level of theory: ωB97M-V with the def2-TZVPD basis set

The geometry in XYZ format:
```
15
Properties=species:S:1:pos:R:3:forces:R:3
C -0.078 1.117 -0.229 -0.09 0.07 -0.06
C -0.300 -0.335 0.137 -0.34 -0.09 0.00
C -1.175 -1.378 -0.455 0.01 -0.07 -0.18
C -1.339 -0.958 0.996 -0.03 0.03 0.20
O 1.090 -0.569 0.348 0.12 -0.10 -0.01
C 1.398 0.787 0.025 -0.09 0.27 0.21
O 2.171 0.896 -1.126 0.18 0.07 -0.06
H -0.246 1.365 -1.279 -0.05 -0.03 0.15
H 2.978 1.374 -0.928 0.11 -0.11 0.01
H -0.539 1.861 0.426 0.09 -0.13 -0.07
H -1.932 -1.083 -1.177 0.12 -0.02 0.13
H -0.708 -2.340 -0.643 -0.08 0.14 0.04
H -2.207 -0.361 1.265 0.15 -0.09 -0.05
H -1.000 -1.650 1.762 -0.04 0.07 -0.13
H 1.887 1.274 0.880 -0.07 0.00 -0.19
```
Positions in Å, forces in eV/Å.

2S+1: 1
ΔE to the lowest compared entry with this formula, charge and spin, kJ/mol: 198.44
Charge: 0
Max |F|, eV/A: 0.353
Total energy, Eh: -345.72937


Record 6
Formula: C6H10N2O3
Source: the OMol25 dataset
Level of theory: ωB97M-V with the def2-TZVPD basis set

The geometry in XYZ format:
```
21
Properties=species:S:1:pos:R:3:forces:R:3
C 0.638 -1.658 0.087 0.07 1.65 -0.75
C 1.103 -0.408 0.074 0.80 1.39 -0.19
C 2.602 -0.164 -0.044 0.26 -0.38 -0.69
C -1.455 -0.550 -0.023 3.06 0.33 -1.73
C -1.764 -0.216 -1.494 4.92 -3.79 1.40
C 0.383 1.678 1.028 -0.88 0.51 -1.01
N -0.764 -1.699 0.313 0.67 -0.94 -1.20
N 0.250 0.697 -0.003 -0.27 -3.24 -0.41
O 3.526 -0.956 0.124 -2.16 1.74 -0.15
O 2.827 1.081 -0.533 2.63 -0.62 0.32
O -2.297 -0.174 0.893 -1.51 0.49 1.93
H 1.339 -2.436 -0.092 -0.27 -1.13 0.19
H -0.927 -0.735 -2.165 -1.95 1.61 1.34
H -1.869 0.781 -1.515 0.41 3.70 -0.64
H -2.677 -0.585 -1.678 -3.45 -1.97 -1.12
H -0.493 1.552 1.600 -1.48 0.44 1.03
H 1.148 1.621 1.764 1.33 -0.21 0.20
H 0.332 2.623 0.499 0.18 0.69 0.63
H -0.804 -2.064 1.233 -1.42 -0.02 1.10
H 2.127 1.701 -0.705 -1.22 -0.44 0.14
H -3.225 -0.088 0.636 0.29 0.20 -0.39
```
Positions in Å, forces in eV/Å.

2S+1: 1
ΔE to the lowest compared entry with this formula, charge and spin, kJ/mol: 421.00
Charge: 0
Max |F|, eV/A: 6.370
Total energy, Eh: -569.74838


Record 7
Formula: C10H46N20O13
Source: the OMol25 dataset
Level of theory: ωB97M-V with the def2-TZVPD basis set

The geometry in XYZ format:
```
89
Properties=species:S:1:pos:R:3:forces:R:3
C -17.337 -10.149 8.631 1.22 -2.00 0.38
O -17.611 -10.855 7.663 -1.05 0.84 -0.21
N -16.199 -9.492 8.722 2.39 1.89 -0.58
N -17.918 -10.210 9.827 -2.73 -0.74 -0.14
H -15.705 -9.195 7.893 0.01 -0.13 0.27
H -15.817 -9.261 9.628 -0.04 0.18 -0.53
H -17.654 -9.732 10.677 -0.07 -0.41 -0.37
H -18.720 -10.823 9.793 -0.05 -0.08 0.83
C -14.638 -12.084 11.209 -4.78 0.46 1.17
O -15.616 -12.794 10.949 1.80 0.40 -0.20
N -14.759 -10.898 11.846 -1.36 1.63 0.90
N -13.375 -12.293 11.072 4.85 -2.80 -1.71
H -15.714 -10.635 12.043 0.09 0.27 -0.15
H -14.041 -10.197 11.728 -0.56 -0.16 0.14
H -12.726 -11.791 11.661 -0.22 -0.40 -0.22
H -13.120 -13.227 10.783 0.28 0.15 0.00
C -11.622 -9.769 7.353 -2.92 -4.19 -1.20
O -12.883 -9.762 7.431 2.14 1.64 0.78
N -11.030 -10.895 6.981 0.81 -2.43 -1.31
N -10.696 -8.945 7.668 1.06 5.69 2.01
H -11.593 -11.646 6.608 0.14 0.11 -0.13
H -10.099 -10.745 6.617 -0.18 -0.88 -0.18
H -9.699 -9.107 7.687 -0.49 -0.25 -0.10
H -11.023 -8.085 8.084 0.43 0.29 -0.17
C -20.690 -11.266 13.024 -0.61 0.14 -3.66
O -20.532 -11.592 11.854 1.10 -1.10 -0.03
N -21.760 -11.585 13.688 -2.16 -0.74 2.64
N -19.918 -10.367 13.589 1.19 0.95 1.10
H -22.499 -12.145 13.287 0.19 0.39 0.14
H -21.865 -10.998 14.503 -1.07 -0.73 0.01
H -19.084 -10.245 13.032 0.64 0.40 0.92
H -20.140 -10.095 14.536 0.98 0.20 -0.26
C -22.941 -11.528 9.547 1.60 3.39 -1.52
O -23.861 -11.040 8.975 -3.41 0.63 -1.51
N -21.765 -10.933 9.551 3.72 2.45 -0.55
N -22.897 -12.636 10.168 -1.51 -6.29 4.36
H -21.567 -10.182 8.905 -0.64 -0.16 0.10
H -21.060 -11.066 10.263 -0.41 -0.37 -0.21
H -22.143 -12.920 10.777 0.53 0.48 -0.66
H -23.758 -12.971 10.576 -0.28 0.01 -0.62
C -13.191 -8.364 10.701 0.50 -0.52 0.87
O -14.172 -8.055 10.095 -2.25 0.78 -1.59
N -13.079 -7.981 11.932 -0.27 1.82 3.81
N -12.218 -9.130 10.320 1.97 -2.09 -2.41
H -12.310 -8.255 12.528 -0.27 0.69 0.02
H -13.668 -7.166 12.026 0.31 -0.04 1.25
H -11.467 -9.428 10.925 -0.18 0.18 -0.46
H -12.319 -9.427 9.360 0.17 -0.70 0.19
C -19.156 -14.388 7.664 -3.07 3.35 0.42
O -20.321 -14.079 7.937 -0.06 -0.34 0.24
N -18.788 -15.628 7.543 1.26 -3.75 -0.28
N -18.237 -13.461 7.427 1.13 -0.53 -0.08
H -17.809 -15.860 7.447 -0.46 -0.32 -0.05
H -19.513 -16.328 7.604 0.45 0.11 0.04
H -17.399 -13.835 7.005 0.12 1.16 -0.17
H -18.480 -12.485 7.522 0.45 -0.11 -0.21
C -15.131 -12.685 6.299 -0.04 -1.41 -0.59
O -15.659 -13.283 5.385 -0.70 -0.79 -0.38
N -14.645 -11.483 6.213 0.66 3.40 -2.02
N -14.834 -13.163 7.494 0.40 -2.32 2.95
H -13.916 -11.153 6.829 -0.40 0.23 -0.43
H -14.747 -11.154 5.263 0.23 0.74 0.26
H -14.668 -12.503 8.240 -0.31 -0.43 0.07
H -15.034 -14.125 7.728 -0.20 0.41 0.09
C -21.267 -7.706 11.361 -2.69 1.69 -0.62
O -22.049 -7.170 10.582 0.55 -0.39 0.47
N -21.404 -7.642 12.722 0.00 0.15 1.45
N -20.224 -8.438 11.035 1.92 -0.75 -0.48
H -22.149 -7.135 13.178 0.24 0.04 -0.53
H -20.569 -7.838 13.256 -0.52 0.11 0.19
H -19.676 -8.733 11.832 0.28 -0.48 -0.98
H -19.939 -8.537 10.071 0.09 -0.08 0.38
C -16.945 -8.811 12.971 -1.50 0.65 0.01
O -17.405 -9.790 12.473 -0.55 -3.63 -1.84
N -16.836 -8.665 14.251 0.93 0.15 4.59
N -16.772 -7.692 12.347 1.22 3.18 -1.75
H -16.819 -9.464 14.868 -0.09 0.27 -0.12
H -16.641 -7.735 14.594 0.07 -0.62 0.57
H -16.844 -7.606 11.343 0.06 0.23 0.21
H -16.426 -6.966 12.958 0.02 0.50 -1.23
O -17.940 -9.793 5.089 -0.13 0.07 -0.70
H -17.906 -10.466 5.769 0.03 -0.17 0.40
H -17.511 -9.033 5.483 0.20 0.29 0.02
O -14.302 -7.454 7.680 -0.10 0.99 -1.49
H -14.314 -7.493 8.637 -0.12 -0.12 0.30
H -13.711 -8.159 7.418 0.24 -0.46 0.05
O -15.836 -7.275 5.314 -0.37 -0.04 -0.36
H -15.264 -7.512 6.044 0.19 0.21 0.67
H -15.268 -7.304 4.545 -0.03 -0.03 -0.28
```
Positions in Å, forces in eV/Å.

2S+1: 1
ΔE to the lowest compared entry with this formula, charge and spin, kJ/mol: 386.22
Charge: 0
Max |F|, eV/A: 7.796
Total energy, Eh: -2482.10694